The following is a quantum chemistry calculation of a 9-piece molecular cluster, C36H67BI2N4O35S8 overall, from the Open Molecules 2025 dataset.

Summary:
Energy, Eh: -8069.729391
HOMO level, eV: -7.12

```
153
Properties=species:S:1:pos:R:3:forces:R:3
C 4.823141 -1.780201 -2.860864 -0.439 0.506 -0.452
C 4.731331 -0.866157 -1.827467 0.416 -0.493 -0.277
C 3.577391 0.093873 -1.462253 1.254 2.042 -1.021
C 4.368981 1.394407 -1.226664 0.195 0.998 -0.164
I 5.739566 1.831838 -2.836542 -0.524 -0.413 0.227
C 4.362014 2.252656 -0.205371 -0.199 -0.679 0.036
C 3.498176 2.032972 1.013070 0.253 1.306 0.656
I 5.560118 4.022031 -0.161201 -0.367 -0.445 0.245
C 2.395876 0.292657 -2.516552 1.107 -0.291 -0.187
C 1.695572 1.640765 -2.264016 -0.735 0.241 0.315
C 0.366875 1.882233 -2.996703 -0.781 0.347 0.558
C -0.834932 1.034837 -2.506426 -0.042 -0.475 -0.932
C -1.208848 -0.137466 -3.471655 -0.419 -0.354 0.797
C -2.585292 0.063573 -4.131795 0.481 0.075 -0.310
C -3.180980 -1.220563 -4.719429 -0.324 0.152 -0.106
C -3.691515 -2.202276 -3.651879 -0.005 0.150 -0.707
O -4.486730 -1.519359 -2.703539 0.801 -0.144 0.296
C -4.411593 -2.075552 -1.396297 -0.553 0.336 -0.067
B 2.735069 0.279658 -4.107533 1.272 0.253 -0.549
N 2.744960 -0.890040 -4.961278 -0.487 0.273 0.522
O 3.054453 1.489530 -4.734151 -1.376 -0.128 0.392
N 1.640171 -0.968052 -2.318803 -0.804 -1.455 0.979
C 2.184584 -1.780259 -1.264447 0.927 1.295 -0.548
O 2.092052 -2.973820 -1.112092 -0.336 0.913 0.085
C 2.852582 -0.704409 -0.313427 -0.575 -3.162 -1.471
N 3.809181 -1.387639 0.518091 -0.325 0.214 0.942
N 1.625584 -0.138573 0.289164 2.176 1.237 1.302
C 1.221306 -0.583937 1.418285 -0.288 0.176 0.464
C 1.015073 -2.039017 1.832736 -0.127 0.442 0.115
C 0.803376 0.422263 2.481681 -1.616 -0.324 -0.899
H 4.732158 -2.861619 -2.733641 2.065 0.022 0.454
H 4.996244 -1.403315 -3.874835 -2.074 -0.122 -0.139
H 5.614039 -0.746697 -1.186441 -1.039 -1.224 1.300
H 2.435364 2.136082 0.784763 0.168 -0.255 -0.117
H 3.696264 1.099529 1.542089 -0.051 -0.021 -0.347
H 3.718926 2.823465 1.743058 -0.070 -0.186 -0.089
H 1.489545 1.804829 -1.197802 -0.008 -0.344 -0.141
H 2.351036 2.476278 -2.532722 0.242 -0.480 -0.208
H 0.402144 1.825568 -4.092969 0.332 -0.128 0.152
H 0.097506 2.926690 -2.782525 0.228 -0.123 -0.089
H -1.731620 1.663893 -2.476817 0.256 0.038 0.288
H -0.662723 0.638132 -1.499205 0.000 0.300 -0.036
H -1.288884 -1.072785 -2.891889 0.146 0.163 -0.077
H -0.411776 -0.323597 -4.204163 -0.208 0.109 -0.010
H -2.469841 0.816118 -4.925781 -0.180 -0.102 0.109
H -3.283782 0.470940 -3.394360 0.098 -0.067 -0.098
H -4.015031 -0.965567 -5.386970 0.124 0.030 0.140
H -2.434215 -1.729771 -5.344496 -0.124 -0.020 0.120
H -2.814367 -2.694392 -3.207330 -0.305 0.026 0.279
H -4.320265 -2.966787 -4.136772 0.319 -0.069 0.031
H -3.489600 -2.636953 -1.215155 -0.108 0.048 -0.163
H -4.456896 -1.249541 -0.678667 -0.020 -0.152 -0.070
H -5.282557 -2.719588 -1.224568 0.241 -0.051 0.046
H 2.790903 -1.755070 -4.437812 -0.537 -0.023 -0.103
H 2.006800 -0.899494 -5.656087 0.287 -0.209 -0.222
H 2.570849 1.533721 -5.569221 0.600 0.077 -0.243
H 0.667996 -0.899009 -2.026562 -0.122 0.365 -0.764
H 3.519510 -2.337333 0.732598 -0.141 0.018 -0.331
H 3.967222 -0.930589 1.410755 0.099 0.151 -0.180
H 1.906497 -2.471912 2.298310 -0.111 -0.122 -0.204
H 0.654327 -2.618574 0.981067 0.503 -0.122 0.055
H 0.206517 -2.053958 2.575170 0.258 0.044 0.012
H 1.015966 0.060080 3.491930 0.176 0.037 -0.187
H -0.298857 0.472319 2.412212 0.172 0.089 0.316
H 1.150331 1.432423 2.276621 0.210 -0.191 0.109
C 1.719065 7.004031 0.651727 0.065 0.434 0.341
C 2.663052 6.043767 1.344031 0.122 -0.196 -0.439
O 1.839098 5.329271 2.272483 -0.273 0.290 -0.017
S 0.357051 5.173103 1.657009 0.371 0.266 0.069
O 0.250363 3.890550 1.050749 -0.155 -0.063 0.000
O -0.581028 5.641817 2.603511 1.961 -1.510 0.807
O 0.506097 6.263035 0.488992 0.191 -0.485 0.010
H 1.506493 7.877702 1.271801 -0.014 -0.003 -0.028
H 2.095305 7.330758 -0.314646 -0.186 -0.140 -0.097
H 3.471286 6.551733 1.864511 -0.097 -0.094 0.200
H 3.079324 5.322816 0.639842 0.033 0.093 -0.019
C 9.266038 2.471334 -0.745374 -0.450 0.286 0.284
C 10.167988 2.052326 0.395227 0.458 0.096 -0.261
O 9.739231 0.725911 0.720577 -0.395 0.025 -0.128
S 9.224047 -0.013122 -0.610096 0.096 0.514 0.009
O 10.271696 -0.820780 -1.117316 -0.116 -0.205 -0.111
O 7.928142 -0.528211 -0.354634 0.025 -0.215 0.054
O 9.099232 1.289448 -1.538216 0.456 -0.256 0.215
H 8.277915 2.771901 -0.387048 0.111 0.045 -0.002
H 9.698424 3.272642 -1.340045 -0.003 -0.182 -0.202
H 10.079589 2.703701 1.260784 -0.131 -0.195 0.111
H 11.213245 2.007008 0.080006 -0.009 0.038 0.009
C -4.640698 -6.785497 -0.458331 0.012 -0.635 0.139
C -6.011288 -6.299427 -0.056534 -0.308 0.224 -0.557
O -5.817753 -5.673486 1.218932 0.503 -0.192 0.163
S -4.351886 -5.013706 1.265628 -0.209 -0.392 -0.421
O -4.462120 -3.634652 0.957514 0.210 0.037 0.333
O -3.693493 -5.477768 2.432156 -0.042 0.149 0.167
O -3.737647 -5.762272 -0.018476 -0.366 0.396 0.189
H -4.382006 -7.712307 0.058197 -0.046 -0.014 -0.029
H -4.556051 -6.933406 -1.531838 0.175 0.198 0.007
H -6.731635 -7.110009 0.018457 0.034 0.019 0.286
H -6.382968 -5.544139 -0.753423 0.008 -0.020 -0.005
C -6.860723 -9.705402 4.320077 0.283 -0.208 0.375
C -5.776920 -8.785013 3.800040 -0.329 0.498 -0.009
O -5.222864 -9.484441 2.677815 -0.118 -0.429 0.048
S -6.371955 -10.348546 1.964361 -0.006 0.399 0.555
O -6.869383 -9.602960 0.859853 -0.014 -0.226 -0.135
O -5.919106 -11.682781 1.839776 0.060 -0.025 -0.321
O -7.455490 -10.272412 3.144619 0.154 0.297 -0.281
H -6.442071 -10.518372 4.916825 0.004 0.026 0.004
H -7.608193 -9.175709 4.904964 -0.160 -0.051 -0.198
H -5.008522 -8.580929 4.540377 0.169 -0.139 -0.167
H -6.193085 -7.840900 3.440741 0.018 0.012 0.055
C 5.437711 -3.632598 -6.067598 -0.475 0.325 0.038
C 4.932397 -5.024491 -5.759207 0.389 -0.140 0.384
O 4.815240 -5.656538 -7.039443 -0.032 0.371 -0.252
S 5.954187 -5.088481 -8.021351 -0.128 0.169 0.480
O 7.044771 -5.993913 -8.025918 0.103 0.022 -0.218
O 5.333052 -4.649863 -9.216583 0.018 -0.168 -0.160
O 6.367133 -3.808757 -7.144591 0.023 -0.467 0.035
H 4.629986 -2.984314 -6.415139 0.007 0.018 0.062
H 5.928356 -3.172475 -5.213498 0.212 -0.022 -0.137
H 3.973931 -5.016832 -5.246550 -0.102 -0.092 -0.227
H 5.656311 -5.588373 -5.166213 -0.020 0.040 0.036
C -4.309170 9.475091 1.931357 -0.051 0.587 -0.143
C -4.752213 8.510165 0.860555 -0.420 -0.397 0.226
O -3.537142 8.020198 0.282713 0.421 0.439 0.175
S -2.396327 7.963636 1.422066 -0.750 -0.024 0.086
O -2.310335 6.645220 1.932996 -1.714 1.377 -0.789
O -1.256385 8.661546 0.941881 0.122 -0.106 -0.045
O -3.145249 8.879199 2.515303 0.029 -0.411 -0.275
H -4.020319 10.437014 1.501593 -0.042 0.000 -0.004
H -5.073116 9.633582 2.686701 0.148 -0.085 0.138
H -5.370787 8.984610 0.103415 0.181 -0.044 -0.148
H -5.290467 7.660833 1.289078 -0.051 0.046 0.000
C 2.629730 -2.437756 6.399570 0.231 -0.177 0.400
C 1.887056 -3.695928 6.000746 0.098 0.012 -0.524
O 0.579614 -3.536076 6.561422 0.165 0.304 0.329
S 0.185765 -1.978731 6.564236 0.384 -0.259 -0.136
O -0.609186 -1.713915 5.420454 -0.106 0.234 0.059
O -0.216003 -1.620842 7.872819 -0.260 0.004 0.001
O 1.658679 -1.390367 6.294942 -0.227 -0.242 -0.273
H 2.968976 -2.487461 7.436326 0.016 -0.027 -0.020
H 3.478456 -2.233580 5.751285 -0.128 0.190 -0.074
H 2.357972 -4.597966 6.382037 -0.208 -0.020 0.156
H 1.784763 -3.770744 4.915207 0.055 -0.010 0.009
C -7.778578 7.753638 5.154408 0.059 0.265 0.464
C -9.266958 7.954071 4.964491 -0.134 -0.530 -0.080
O -9.367932 9.000436 3.989280 0.447 0.203 0.053
S -8.133765 8.900243 2.971291 -0.270 -0.348 0.592
O -8.553691 8.204061 1.811228 0.223 0.148 -0.254
O -7.497319 10.166796 2.911121 -0.047 0.089 -0.273
O -7.220113 7.909538 3.844081 -0.317 -0.018 -0.235
H -7.352509 8.522951 5.801604 -0.021 -0.018 0.011
H -7.538650 6.771934 5.554368 0.104 -0.046 -0.234
H -9.770504 8.239313 5.884052 -0.032 0.250 -0.119
H -9.740435 7.059827 4.553430 0.019 -0.011 0.046
```
Positions in Å, forces in eV/Å.